{"formula": "C4H8N4", "method": "wB97M-V/def2-TZVPD", "max_force_ev_per_a": 8.1, "e_above_lowest_kj_mol": 678.5, "homo_lumo_gap_ev": 8.4852, "e_lumo_ev": 0.2, "e_tot_ha": -375.99005, "species": ["C", "C", "C", "C", "H", "H", "H", "H", "H", "H", "H", "H", "N", "N", "N", "N"], "xyz": [[-2.012, 0.476, 1.688], [-0.749, -0.105, 0.903], [-0.014, 0.114, -0.273], [0.929, -0.840, -0.431], [-1.953, -0.431, 2.688], [-1.936, 1.565, 2.367], [-2.881, 0.281, 1.209], [1.402, -1.556, -1.446], [1.900, -0.407, -0.022], [-0.425, 2.086, -1.097], [1.288, 0.794, -2.898], [1.931, 1.636, -1.453], [0.555, -1.781, 0.607], [-0.249, -1.257, 1.410], [0.135, 1.201, -1.329], [1.237, 1.576, -2.213]]}